Entry 1:
# C40H39GeN3O3PtS

A structure of composition C40H39GeN3O3PtS (wB97M-V/def2-TZVPD, the Open Molecules 2025 dataset).

Its orbital gap is 0.221 hartree. The calculation puts the molecular weight at 909.52 g/mol. The calculation puts the energy above the lowest of the compared OMol25 structures with the same formula, charge and spin at 25.5 kcal per mole.

The geometry in ORCA input format:
```
! RIJCOSX wB97M-V def2-TZVPD def2/J DEFGRID3
* xyz -2 1
Pt -1.26441 -0.06717 -0.11093
C -1.54844 3.81985 -1.38621
C -0.54890 2.86840 -2.03684
C -1.17419 2.00890 -3.10991
C -1.85544 2.63239 -4.15404
C -2.48090 1.90005 -5.14676
C -2.42896 0.51448 -5.09160
C -1.75542 -0.13869 -4.06863
C -1.72043 -1.64356 -4.04579
C -2.66693 -2.23976 -3.00528
C -1.11042 0.60285 -3.05556
N -0.39112 -0.10081 -2.05718
C 1.02616 -0.00127 -2.28517
C 1.72202 -1.05249 -0.23847
C 2.60444 -2.03884 0.46756
C 1.86570 -2.71976 1.34303
C 0.48959 -2.23046 1.21065
N 0.37104 -1.32607 0.31277
H -1.06476 4.41700 -0.60922
H -2.35109 3.23919 -0.92609
H -1.99466 4.50272 -2.11349
H -0.14433 2.21493 -1.26497
H 0.28650 3.43810 -2.46104
H -1.89486 3.71675 -4.18525
H -3.00228 2.40115 -5.95459
H -2.91139 -0.07767 -5.86333
H -0.70466 -1.97973 -3.83706
H -1.98691 -2.01719 -5.03949
H -2.41940 -1.86659 -2.01021
H -2.59921 -3.33056 -3.00218
H -3.70196 -1.95934 -3.21891
H 1.23285 -0.05854 -3.36300
H 3.65638 -2.14807 0.25351
H 2.18470 -3.50233 2.01380
H -0.37049 -2.56063 1.77977
N 1.82785 -1.05535 -1.65991
C 1.79383 -2.36527 -2.25819
C 2.93116 -2.79372 -2.93802
C 2.99669 -4.06709 -3.47879
C 1.92342 -4.93801 -3.33962
C 0.77660 -4.50707 -2.69075
C 0.70519 -3.22492 -2.15390
S 2.07063 -6.62294 -3.95199
O 0.69928 -7.09981 -4.07071
O 2.77617 -6.48926 -5.22119
O 2.84852 -7.30109 -2.92016
H 1.47703 0.94761 -1.92524
H 1.95073 -0.03442 0.11435
H 3.76588 -2.10691 -3.02409
H 3.87675 -4.40344 -4.01193
H -0.06292 -5.18682 -2.61984
H -0.19813 -2.87527 -1.67102
C -2.74104 0.70938 0.73939
Ge -2.67658 2.13157 2.01296
C -1.01537 3.19750 2.08100
C 0.17951 2.71559 1.54871
C 1.34637 3.46599 1.60761
C 1.34221 4.71844 2.20728
C 0.16572 5.20829 2.75694
C -0.99745 4.45068 2.69429
C -2.85586 1.34000 3.82310
C -2.70513 -0.03823 3.97557
C -2.80234 -0.63539 5.22714
C -3.04718 0.13927 6.35234
C -3.19691 1.51366 6.21897
C -3.10230 2.10236 4.96481
C -4.13909 3.47461 1.96000
C -4.04394 4.64904 1.21225
C -5.10304 5.54414 1.13242
C -6.29001 5.28120 1.80234
C -6.40865 4.11580 2.54675
C -5.34336 3.22714 2.62078
H -3.75911 0.30119 0.68099
H 0.17380 1.74236 1.06249
H 2.25967 3.07526 1.17317
H 2.25009 5.30951 2.24545
H 0.15133 6.18379 3.23032
H -1.90990 4.85513 3.12076
H -2.50599 -0.63779 3.09210
H -2.68427 -1.70875 5.32412
H -3.12111 -0.32445 7.32936
H -3.38799 2.12605 7.09330
H -3.22831 3.17731 4.87527
H -3.12641 4.87120 0.67969
H -5.00137 6.44749 0.54180
H -7.11826 5.97758 1.74123
H -7.33265 3.89718 3.07010
H -5.45190 2.32219 3.20968
*
```



Entry 2:
# C40H39MoN4OPS2

A structure of composition C40H39MoN4OPS2 at a distorted geometry (wB97M-V/def2-TZVPD, the Open Molecules 2025 dataset).

Its orbital gap is 0.228 hartree. The calculation puts the molecular weight at 782.83 g/mol. The calculation puts the energy above the lowest of the compared OMol25 structures with the same formula, charge and spin at 29.9 kcal per mole.

The geometry in ORCA input format:
```
! RIJCOSX wB97M-V def2-TZVPD def2/J DEFGRID3
* xyz 0 1
Mo -0.62716 0.94020 -0.21886
C 1.61479 3.67500 0.95336
C 0.39770 4.09466 0.12895
C 0.40207 3.43605 -1.26330
C -0.91543 3.77847 0.83520
C -1.23952 4.58438 2.08563
O -1.82234 3.59618 2.97002
C -1.59606 2.38955 2.43318
N -0.98769 2.37357 1.32501
C -2.17303 1.26663 3.22241
C -2.72232 1.61516 4.46016
C -3.33632 0.67482 5.26272
C -3.42044 -0.64019 4.83447
C -2.87910 -0.99240 3.61182
C -2.25172 -0.05901 2.78543
P -1.45500 -0.69127 1.23616
C -2.74144 -1.76132 0.50087
C -4.09214 -1.43236 0.60798
C -5.04411 -2.10831 -0.14174
C -4.65756 -3.10673 -1.02429
C -3.31372 -3.42940 -1.15217
C -2.36273 -2.75702 -0.39990
C -0.28594 -1.84412 2.06780
C -0.49863 -3.21054 2.21403
C 0.43288 -4.00273 2.87835
C 1.57908 -3.43420 3.40870
C 1.78445 -2.06319 3.29360
C 0.85556 -1.27498 2.63721
H 2.53285 3.97163 0.44082
H 1.62003 2.59277 1.07783
H 1.62196 4.14575 1.94101
H 0.42609 5.18014 -0.00898
H 0.17594 2.36377 -1.24629
H 1.38746 3.49394 -1.71845
H -0.33006 3.89180 -1.92816
H -1.71739 3.89392 0.10425
H -1.97532 5.36397 1.91601
H -0.36154 5.01352 2.56881
H -2.66505 2.64474 4.78078
H -3.75204 0.96676 6.21895
H -3.90237 -1.38687 5.45398
H -2.94153 -2.02009 3.27491
H -4.40210 -0.63491 1.27131
H -6.09120 -1.85193 -0.03892
H -5.39881 -3.62212 -1.62146
H -3.00440 -4.20066 -1.84686
H -1.31240 -2.99644 -0.52233
H -1.39229 -3.66883 1.81198
H 0.25703 -5.06730 2.97855
H 2.30880 -4.05147 3.91706
H 2.67706 -1.61338 3.71056
H 1.02115 -0.20909 2.53226
S -2.95619 1.72474 -1.14197
C -2.48517 0.47791 -2.26286
C -3.22449 0.05529 -3.36959
C -2.74159 -0.97576 -4.15147
C -1.52131 -1.55713 -3.82709
C -0.83258 -1.07406 -2.73756
N -1.29712 -0.08766 -1.96349
H -4.16136 0.55173 -3.58160
H -3.30623 -1.32470 -5.00755
H -1.10415 -2.36108 -4.41905
H 0.13708 -1.46379 -2.45248
C 4.08703 2.68069 -3.73617
N 3.90360 1.24635 -3.80802
C 4.92566 0.30072 -3.77309
C 4.35232 -0.91023 -3.82432
N 2.98520 -0.69216 -3.88935
C 2.68489 0.63479 -3.88083
S 1.16421 1.32339 -3.92638
H 4.92415 2.97503 -4.36840
H 4.28064 2.99652 -2.70968
H 3.17348 3.15232 -4.09018
H 5.96289 0.58136 -3.71911
H 4.78871 -1.89228 -3.80613
H 2.26833 -1.39388 -3.93987
C 1.00718 0.15173 -0.05728
C 2.22634 -0.64054 -0.04424
C 3.45398 -0.07475 0.31280
C 4.61746 -0.83107 0.32177
C 4.58238 -2.17857 -0.01584
C 3.36724 -2.76208 -0.35555
C 2.20644 -2.00292 -0.36985
H 3.47955 0.97245 0.59268
H 5.55820 -0.36994 0.59866
H 5.48800 -2.77213 -0.00157
H 3.32629 -3.81608 -0.60755
H 1.25297 -2.46075 -0.60825
*
```



Number 1: total energy -4532.0591 Eh, HOMO level -2.1 eV, LUMO level 3.92 eV. Number 2: total energy -3047.8531 Eh, HOMO level -6.0 eV, LUMO level 0.20 eV.